This record from the Open Molecules 2025 dataset describes C8H13N2O2P as an isolated structure. The level of theory is wB97M-V/def2-TZVPD.

Last column: Mulliken charge in e.
Element x y z (Å)
C1 1.271 1.126 -0.935  -0.933
C2 -2.397 1.817 -0.221  -0.559
H1 -0.513 -3.395 2.552  0.214
P1 1.554 -1.412 -0.161  0.123
H2 0.178 -1.129 1.942  0.271
C3 -0.018 1.811 -0.464  0.876
H3 2.987 -3.710 0.020  0.325
H4 -1.187 4.688 0.803  0.357
H5 -3.381 1.329 -0.325  0.291
H6 0.906 -2.781 -1.838  0.231
H7 0.916 0.664 -1.901  0.443
H8 1.873 -4.624 -0.524  0.304
H9 -0.649 -3.614 0.685  0.253
C4 -1.198 1.149 -0.616  -0.398
O1 1.710 0.171 -0.104  -0.222
N1 1.018 -1.836 -1.555  -0.507
H10 0.927 3.442 0.287  0.303
C5 -1.172 3.689 0.437  -0.428
H11 2.078 1.893 -0.922  0.321
H12 -3.309 3.592 0.534  0.400
C6 -2.429 3.134 0.179  -0.666
C7 -0.433 -2.916 1.527  -0.242
N2 -0.244 -1.753 1.255  -0.336
C8 -0.045 3.034 0.098  -0.410
O2 2.583 -4.543 0.139  -0.596
H13 -1.026 0.174 -0.892  0.584

Properties
2S+1   1
Maximum force   5.6 eV/Å
Energy   -24868.453 eV
Energy above the lowest of the compared OMol25 structures with the same formula, charge and spin   76.8 kcal/mol

=====

This record from the Open Molecules 2025 dataset describes C8H13N2O8Se2Ti as an isolated structure. The level of theory is wB97M-V/def2-TZVPD.

Last column: Mulliken charge in e.
Element x y z (Å)
C1 1.479 3.576 -0.929  -1.387
H1 1.804 1.197 -2.397  0.388
O1 -0.016 -1.825 1.543  -0.672
O2 1.930 -4.283 0.000  -0.629
H2 1.175 -0.064 1.226  0.381
H3 0.512 2.295 -2.874  0.510
C2 1.253 -3.309 0.193  0.667
H4 -2.973 -4.126 1.602  0.232
O3 0.633 4.420 -1.704  -0.525
O4 -2.128 -2.022 -0.578  -0.606
H5 1.770 1.923 1.160  0.389
H6 1.648 4.022 0.060  0.494
H7 1.053 5.280 -1.776  0.322
O5 -2.403 -4.250 -0.743  -0.632
C3 -0.582 2.398 -0.163  -1.232
C4 0.825 -2.838 1.614  0.777
Ti1 -0.536 -1.154 -0.264  0.712
C5 0.798 1.539 -2.144  -1.383
H8 2.451 3.457 -1.425  0.415
O6 1.507 0.056 0.323  -0.183
N1 -2.968 -3.206 1.183  -0.122
H9 -3.668 -1.909 2.512  0.220
O7 1.218 -3.342 2.633  -0.629
Se1 -1.307 0.976 0.982  -0.273
H10 -1.282 2.573 -0.978  0.430
H11 -1.993 -2.115 2.563  0.161
C6 1.778 1.452 0.173  -1.574
C7 -2.481 -3.229 -0.107  0.660
Se2 -0.468 0.079 -2.426  -0.212
N2 -2.825 -2.079 1.988  -0.333
O8 0.753 -2.514 -0.722  -0.502
H12 2.793 1.526 -0.230  0.418
H13 -0.576 3.295 0.461  0.479
C8 0.824 2.199 -0.758  2.238

Properties
2S+1   1
Maximum force   0.5 eV/Å
Energy   -181681.317 eV
Total charge   -1

=====

This record from the Open Molecules 2025 dataset describes a 2-piece molecular cluster, C8H13N2S overall. The level of theory is wB97M-V/def2-TZVPD.

Last column: Mulliken charge in e.
Element x y z (Å)
H1 3.830 -1.793 0.337  0.294
C1 -2.843 1.293 -0.247  -0.551
H2 -1.669 -1.381 1.588  0.323
H3 -4.467 0.081 -0.769  0.315
N1 0.369 0.549 -0.222  0.073
C2 -0.788 0.152 0.281  -0.171
H4 4.649 -0.554 -0.732  0.342
H5 3.381 -1.469 -1.395  0.345
H6 4.342 1.260 0.754  0.287
H7 -1.529 1.820 1.344  0.424
C3 -2.687 -1.216 -0.260  -0.470
H8 -0.895 -2.084 0.203  0.377
C4 -3.357 0.072 -0.479  -0.234
H9 -3.499 -1.861 0.202  0.330
C5 3.724 -1.009 -0.513  -0.982
C6 -1.507 1.401 0.408  0.308
C7 3.306 1.036 0.589  -0.277
S1 -0.038 2.182 -0.371  -0.039
H10 1.310 0.043 -0.219  0.500
N2 2.873 0.023 0.016  -0.274
H11 -2.394 -1.535 -1.319  0.242
C8 -1.404 -1.210 0.469  -0.656
H12 2.667 1.908 0.692  0.177
H13 -3.372 2.293 -0.359  0.318

Properties
2S+1   1
Maximum force   3.9 eV/Å
Energy   -22312.397 eV
Total charge   +1
Energy above the lowest of the compared OMol25 structures with the same formula, charge and spin   71.1 kcal/mol

=====

This record from the Open Molecules 2025 dataset describes one molecule with the formula C8H13N3O2S. The level of theory is wB97M-V/def2-TZVPD.

Last column: Mulliken charge in e.
Element x y z (Å)
N1 -0.070 -2.303 0.155  -0.611
C1 0.248 1.194 0.729  1.097
C2 0.526 -0.697 -1.416  -0.616
H1 0.166 -1.142 -2.306  0.534
N2 -1.395 -0.142 1.747  1.066
H2 2.366 0.899 0.051  0.275
N3 1.784 -1.288 -1.036  -0.438
C3 -0.477 -0.993 -0.357  1.522
C4 0.359 2.170 1.932  -1.923
H3 2.193 -2.046 -1.543  0.377
H4 0.709 1.647 2.736  0.483
H5 1.673 2.437 -0.360  0.562
H6 -0.623 2.477 2.238  0.390
C5 -0.495 0.067 0.677  -0.587
H7 1.585 0.884 -2.393  0.482
O1 -2.004 0.842 2.143  -0.637
H8 1.086 2.938 1.726  0.404
H9 -0.232 1.230 -1.952  0.326
C6 -1.911 -1.099 -0.914  -1.728
H10 -2.048 -2.008 -1.528  0.476
C7 0.796 0.811 -1.644  -0.910
S1 1.605 -1.974 0.544  -0.069
H11 -2.830 -1.109 -0.332  0.350
H12 -0.680 -2.551 0.919  0.450
H13 -2.125 -0.379 -1.697  0.338
C8 1.352 1.412 -0.289  -0.967
O2 -1.558 -1.275 2.173  -0.645

Properties
2S+1   1
Maximum force   3.0 eV/Å
Energy   -27902.559 eV
SMILES string   CC1=C([N+](=O)[O-])[C@]2(C)NSN[C@@H]2CC1
Energy above the lowest of the compared OMol25 structures with the same formula, charge and spin   124.7 kcal/mol

=====

This record from the Open Molecules 2025 dataset describes one molecule with the formula C8H13N3O2S. The level of theory is wB97M-V/def2-TZVPD.

Last column: Mulliken charge in e.
Element x y z (Å)
C1 0.951 1.678 -1.180  -0.834
S1 1.017 -0.907 -2.008  -0.150
C2 -2.062 0.646 0.519  -1.238
N1 1.102 0.181 2.166  -0.035
H1 1.612 0.357 2.964  0.281
O1 1.699 -1.747 2.649  -0.686
C3 1.081 1.116 1.221  0.521
H2 -1.636 0.522 1.571  0.263
H3 0.049 2.275 -1.429  0.276
H4 -2.974 -1.875 -0.245  0.507
H5 -1.459 -0.140 -1.518  0.413
C4 1.505 0.869 -2.249  -0.516
H6 -3.165 0.396 0.530  0.394
C5 1.114 -1.077 1.829  0.277
H7 1.056 -2.464 0.195  0.334
H8 -1.805 -2.143 0.870  0.352
H9 1.728 2.360 -0.873  0.425
C6 -1.926 -1.827 -0.162  -1.455
O2 1.331 2.278 1.484  -0.707
H10 -1.868 1.751 0.326  0.263
H11 2.590 0.973 -2.131  0.367
N2 0.710 -1.506 0.558  -0.054
C7 0.238 -0.541 -0.412  0.004
H12 -1.642 -2.737 -0.853  0.260
N3 0.806 0.793 -0.077  0.047
H13 1.246 1.197 -3.245  0.384
C8 -1.298 -0.429 -0.500  0.307

Properties
2S+1   1
Maximum force   4.8 eV/Å
Energy   -27907.255 eV
SMILES string   CC(C)[C@]12NC(=O)NC(=O)N1CCS2
Energy above the lowest of the compared OMol25 structures with the same formula, charge and spin   16.4 kcal/mol

=====

This record from the Open Molecules 2025 dataset describes C8H13N4 as an isolated structure. The level of theory is wB97M-V/def2-TZVPD.

Last column: Mulliken charge in e.
Element x y z (Å)
H1 -1.476 2.108 -1.470  0.405
C1 0.169 -1.536 -0.122  -0.348
C2 2.629 -1.725 0.215  -0.569
C3 -1.534 1.408 1.115  -0.948
N1 2.989 1.881 -0.425  -0.680
C4 3.643 0.683 -0.476  -0.580
H2 -1.956 0.359 -1.549  0.404
H3 3.537 -2.205 0.252  0.488
H4 -0.069 -0.303 1.582  0.460
N2 1.859 1.679 0.146  -0.349
C5 0.025 -0.239 0.527  -0.247
H5 -1.045 1.876 1.877  0.378
C6 1.437 -2.294 0.219  -0.783
H6 0.351 1.716 0.022  0.518
C7 2.805 -0.315 0.051  0.659
N3 1.746 0.427 0.428  0.358
H7 1.384 -3.334 0.319  0.504
H8 4.514 0.583 -1.023  0.487
H9 -0.764 -2.214 0.122  0.342
H10 0.272 -1.526 -1.284  0.270
H11 -0.430 0.580 -1.998  0.380
H12 -1.954 0.457 1.594  0.381
H13 -2.353 1.816 0.657  0.372
N4 -0.548 1.036 0.045  0.081
C8 -1.163 1.016 -1.336  -0.983

Properties
2S+1   1
Maximum force   6.0 eV/Å
Energy   -14456.282 eV
Total charge   +1
Energy above the lowest of the compared OMol25 structures with the same formula, charge and spin   117.0 kcal/mol

=====

This record from the Open Molecules 2025 dataset describes one molecule with the formula C8H13N5. The level of theory is wB97M-V/def2-TZVPD.

Last column: Mulliken charge in e.
Element x y z (Å)
H1 1.552 2.590 -1.724  0.377
N1 0.267 0.369 0.408  -0.122
H2 0.003 1.995 -1.911  0.304
N2 -1.046 -1.228 -1.017  -0.843
C1 -2.304 -1.559 -1.092  -0.413
H3 -2.225 1.925 1.262  0.453
H4 2.087 1.007 0.071  0.651
H5 1.545 -0.335 1.944  0.335
H6 -5.301 -0.664 -0.067  0.316
N3 -2.160 0.242 0.190  -0.198
N4 -4.091 0.924 0.878  -0.677
C2 1.398 -1.936 0.630  -1.339
C3 -4.314 -0.162 0.131  -0.401
H7 -2.724 -2.371 -1.580  0.456
H8 1.586 -2.673 1.301  0.485
H9 0.765 -2.373 -0.190  0.296
C4 -3.121 -0.688 -0.360  0.108
C5 0.658 2.139 -1.126  -1.007
C6 0.749 -0.727 1.328  -0.479
H10 1.616 0.235 -1.218  0.405
C7 1.268 0.881 -0.492  -0.767
H11 -0.190 -0.940 1.935  0.299
N5 -0.968 -0.030 -0.379  0.972
H12 2.291 -1.865 0.205  0.463
H13 0.296 2.884 -0.314  0.215
C8 -2.836 1.221 0.824  0.109

Properties
2S+1   1
Maximum force   5.2 eV/Å
Energy   -15952.474 eV
SMILES string   CCN(CC)n1ncc2cncn21
Energy above the lowest of the compared OMol25 structures with the same formula, charge and spin   103.7 kcal/mol

=====

This record from the Open Molecules 2025 dataset describes an isolated ion of composition C8H13N5O and charge +2. The level of theory is wB97M-V/def2-TZVPD.

Last column: Mulliken charge in e.
Element x y z (Å)
N1 2.752 1.933 -0.286  -0.049
C1 -2.199 1.089 -0.431  -0.858
C2 2.325 -0.251 -0.046  1.073
H1 0.607 -1.247 1.896  0.421
N2 0.446 1.289 -0.333  -0.458
H2 0.018 0.506 2.034  0.366
N3 0.224 -1.201 -0.481  0.006
O1 1.976 -2.668 0.102  -0.325
H3 -1.139 -0.756 2.476  0.530
H4 -3.227 1.344 -0.152  0.457
H5 -2.849 -2.276 -0.578  0.318
H6 -3.659 -0.910 -1.252  0.388
H7 -2.300 -0.317 1.046  0.467
C3 -0.569 -0.677 0.330  0.282
C4 1.675 1.101 -0.354  0.339
H8 4.750 1.804 0.249  0.454
N4 3.616 -0.014 0.106  -0.509
H9 -2.088 1.044 -1.467  0.423
C5 -2.652 -1.129 -0.931  -0.865
H10 -1.586 1.899 0.149  0.334
H11 2.733 3.008 -0.513  0.352
N5 -2.029 -0.345 0.070  0.314
H12 -2.078 -1.230 -1.856  0.376
C6 -0.248 -0.546 1.770  -1.538
H13 -0.056 -1.191 -1.540  0.341
C7 1.693 -1.521 -0.073  -0.419
C8 3.861 1.261 0.067  -0.219

Properties
2S+1   1
Maximum force   6.8 eV/Å
Energy   -17981.592 eV
Total charge   +2
Energy above the lowest of the compared OMol25 structures with the same formula, charge and spin   82.3 kcal/mol

=====

This record from the Open Molecules 2025 dataset describes an isolated ion of composition C8H13N6 and charge +1. The level of theory is wB97M-V/def2-TZVPD.

Last column: Mulliken charge in e.
Element x y z (Å)
C1 -1.626 -1.363 0.817  0.363
H1 -2.119 2.764 -0.092  0.390
H2 -0.992 3.226 1.208  0.346
H3 2.558 -2.555 -0.883  0.335
H4 -0.371 -2.746 0.017  0.239
H5 0.924 2.205 -1.483  0.338
H6 -2.210 0.354 1.881  0.266
N1 -0.411 -1.796 0.386  -0.188
N2 -1.504 -0.113 1.320  -0.155
C2 0.692 -0.980 0.670  0.039
N3 0.871 1.678 -0.671  -0.267
H7 -1.161 0.910 -0.794  0.202
C3 2.511 -1.472 -1.091  -0.224
H8 1.302 -1.339 1.590  0.306
N4 1.481 -0.700 -0.469  0.135
N5 -2.693 -2.135 0.663  -0.381
H9 -3.534 -2.112 1.278  0.269
H10 -0.755 3.735 -0.401  0.376
H11 4.072 -0.821 -2.384  0.393
C4 -0.232 0.499 1.073  -0.771
H12 -2.719 -3.048 0.261  0.230
C5 -1.078 2.870 0.217  -1.356
N6 2.534 0.582 -1.946  -0.685
C6 1.638 0.561 -0.994  0.270
H13 0.114 0.998 1.911  0.718
C7 -0.383 1.443 -0.094  0.390
C8 3.089 -0.647 -1.990  -0.579

Properties
2S+1   1
Maximum force   3.8 eV/Å
Energy   -17440.457 eV
Total charge   +1
SMILES string   C[C@H]1Nc2nccn2[C@@H]2NC(=[NH2+])N[C@@H]21
Energy above the lowest of the compared OMol25 structures with the same formula, charge and spin   23.4 kcal/mol

=====

This record from the Open Molecules 2025 dataset describes C8H13NNaO4 as an isolated structure. The level of theory is wB97M-V/def2-TZVPD.

Last column: Mulliken charge in e.
Element x y z (Å)
C1 -1.421 1.054 0.964  -0.661
H1 -1.225 0.209 -1.099  -0.009
H2 3.350 -0.449 1.253  0.300
C2 -1.981 0.515 -0.376  0.137
H3 -3.840 -0.546 -0.887  0.314
C3 2.944 0.375 -0.646  0.555
H4 -1.158 2.120 0.883  0.420
C4 3.886 -0.325 0.303  -1.153
H5 2.438 1.557 -1.948  0.226
C5 1.455 -0.048 -0.503  -0.760
O1 -2.435 -1.948 -0.517  -0.396
C6 -1.366 -2.312 0.272  0.064
Na1 -4.223 1.754 -0.624  0.934
H6 0.918 0.091 -1.446  0.527
N1 3.289 1.252 -1.471  -0.691
C7 -2.985 -0.705 -0.177  -0.514
H7 1.453 -1.114 -0.235  0.282
H8 -3.402 -0.648 0.842  0.412
H9 -2.546 1.367 -0.851  -0.025
H10 -1.287 -2.020 1.333  0.424
C8 0.867 0.783 0.653  0.654
H11 4.818 0.212 0.464  0.356
O2 1.372 1.775 0.959  -0.429
O3 -0.517 -2.928 -0.186  -0.368
H12 4.036 -1.341 -0.084  0.331
O4 -0.255 0.352 1.378  -0.332
H13 -2.186 0.967 1.746  0.400

Properties
2S+1   1
Maximum force   4.5 eV/Å
Energy   -22594.881 eV
Total charge   +1